1.
Below is the ion C4H8NOS with charge -1 at a distorted geometry, with properties calculated with ωB97M-V/def2-TZVPD.

CARTESIAN COORDINATES (ANGSTROEM)
S  -0.330  -1.458  2.666
H  -1.661  -1.623  0.018
C  -0.376  0.219  0.416
C  0.572  -0.590  1.331
H  -0.805  -0.842  -1.268
H  1.697  -0.213  -1.373
H  -0.037  2.113  -0.470
N  0.342  1.185  -0.472
H  -2.317  -0.145  -0.574
C  -1.373  -0.637  -0.351
H  1.167  -1.342  0.801
C  1.238  0.782  -1.407
H  1.191  0.127  1.866
O  1.542  1.539  -2.329
H  -0.849  0.883  1.147

Summary:
Total charge: -1
ΔE to the lowest compared entry with this formula, charge and spin: 67.4 kJ/mol
Largest force on an atom: 2.4 eV Å⁻¹
E_LUMO: 3.73 eV
Frontier orbital gap: 6.308 eV
SMILES string: C[C@@H](C[S-])NC=O

2.
Below is the ion C4H8NOS with charge -1 at a distorted geometry, with properties calculated with ωB97M-V/def2-TZVPD.

CARTESIAN COORDINATES (ANGSTROEM)
N  1.106  -1.222  -0.231
C  -2.042  0.646  -0.202
C  2.148  -0.286  0.015
C  -0.174  -0.843  0.223
H  -2.495  -0.072  -0.920
S  -2.682  2.407  -0.133
C  -0.590  0.647  0.010
H  -0.162  1.096  -0.921
H  -2.658  0.282  0.662
H  -0.160  1.366  0.727
H  1.950  0.828  -0.251
O  -1.003  -1.721  0.568
H  3.001  -0.737  -0.576
H  2.395  -0.206  1.142
H  1.366  -2.186  -0.112

Summary:
Total charge: -1
ΔE to the lowest compared entry with this formula, charge and spin: 164.5 kJ/mol
Largest force on an atom: 4.6 eV Å⁻¹
E_LUMO: 3.24 eV
Frontier orbital gap: 5.376 eV
SMILES string: CNC(=O)CC[S-]

3.
Below is the ion C4H8NOS with charge -1 at a distorted geometry, with properties calculated with ωB97M-V/def2-TZVPD.

CARTESIAN COORDINATES (ANGSTROEM)
H  -1.413  1.246  1.133
H  -0.733  2.868  1.095
H  1.852  -1.134  -0.065
O  -0.572  2.226  -1.588
H  -1.100  -1.629  0.033
C  -0.233  -0.987  -0.040
C  1.049  -1.851  -0.160
H  -0.077  -0.550  0.943
C  -0.340  1.417  -0.678
N  -0.355  0.102  -0.990
C  -0.581  1.845  0.763
S  1.488  -2.663  1.433
H  1.053  -2.325  -1.153
H  -0.359  -0.013  -1.999
H  0.322  1.447  1.273

Summary:
Total charge: -1
ΔE to the lowest compared entry with this formula, charge and spin: 99.3 kJ/mol
Largest force on an atom: 3.9 eV Å⁻¹
E_LUMO: 3.63 eV
Frontier orbital gap: 6.174 eV
SMILES string: CC(=O)NCC[S-]

4.
Below is the ion C4H8NOS with charge -1 at a distorted geometry, with properties calculated with ωB97M-V/def2-TZVPD.

CARTESIAN COORDINATES (ANGSTROEM)
H  1.309  -1.126  1.189
H  -0.414  2.600  0.841
H  1.616  -0.317  -0.381
H  0.515  1.546  1.886
H  -1.745  0.711  0.891
O  -1.756  -0.454  -2.063
C  -0.656  -0.543  -1.549
N  -0.814  0.595  0.539
S  1.275  -2.737  -0.569
C  0.112  1.645  0.878
H  -1.139  -1.464  0.305
H  0.896  1.727  0.133
H  0.236  -0.429  -2.190
C  -0.449  -0.700  -0.047
C  1.013  -1.054  0.138

Summary:
Total charge: -1
ΔE to the lowest compared entry with this formula, charge and spin: 156.0 kJ/mol
Largest force on an atom: 1.6 eV Å⁻¹
E_LUMO: 3.66 eV
Frontier orbital gap: 6.340 eV
SMILES string: CN[C@@H](C=O)C[S-]

5.
Below is the ion C4H8NOS with charge +1 at a distorted geometry, with properties calculated with ωB97M-V/def2-TZVPD.

CARTESIAN COORDINATES (ANGSTROEM)
C  -0.375  0.954  0.025
H  -1.665  -2.191  -0.225
H  1.720  2.217  0.237
H  -2.321  -0.531  -0.788
O  2.725  -0.057  1.540
H  -0.747  1.542  -0.920
N  -0.489  -0.538  0.016
H  -0.773  1.282  1.054
H  -2.334  -0.887  0.846
S  2.314  -0.162  0.139
C  1.304  1.381  -0.340
H  1.277  1.534  -1.410
C  0.619  -1.171  -0.023
C  -1.823  -1.154  -0.067
H  0.567  -2.221  -0.084

Summary:
Total charge: +1
ΔE to the lowest compared entry with this formula, charge and spin: 266.2 kJ/mol
Largest force on an atom: 4.0 eV Å⁻¹
E_LUMO: -5.20 eV
Frontier orbital gap: 8.924 eV

6.
Below is the ion C4H8NOS with charge +1 at a distorted geometry, with properties calculated with ωB97M-V/def2-TZVPD.

CARTESIAN COORDINATES (ANGSTROEM)
H  1.219  -0.019  0.860
S  -3.191  -0.428  0.367
C  0.546  -0.803  0.664
H  1.008  1.783  0.120
O  0.157  -0.027  -1.519
H  1.704  -1.519  -0.736
H  0.155  -0.979  1.597
C  -0.514  0.236  -0.329
H  -0.692  2.243  -0.315
H  0.488  -2.622  -0.363
N  1.047  -1.834  -0.011
H  -0.429  1.612  1.435
H  0.536  0.773  -1.901
C  -1.877  -0.008  -0.250
C  -0.157  1.593  0.381

Summary:
Total charge: +1
ΔE to the lowest compared entry with this formula, charge and spin: 295.6 kJ/mol
Largest force on an atom: 3.6 eV Å⁻¹
E_LUMO (spin up / spin down): -5.94 / -5.94 eV
Frontier orbital gap (spin up / spin down): 7.568 / 7.569 eV